Entry from the OMol25 dataset: a structure of composition C19H40Br10FN4O (wB97M-V/def2-TZVPD).

Geometry as XYZ:
```
75
Properties=species:S:1:pos:R:3:forces:R:3
C -2.1278 -1.3822 0.7118 0.0860 0.5822 0.2513
C -0.8592 -0.6769 0.1961 -0.2150 0.1009 0.3798
C -1.0745 0.7663 -0.2937 0.4353 -0.4981 0.0907
N -0.1425 1.7212 0.3390 -0.1130 0.4567 -0.1092
C 0.9543 2.0691 -0.5419 -0.7864 -0.0832 -0.2423
C 1.8510 0.8961 -0.8306 0.2400 -0.1907 -0.0701
C 3.0069 1.3595 -1.6745 -0.0234 0.4456 -0.4389
N 3.7521 2.4752 -1.0120 -0.4793 -1.1339 1.6299
C 3.1027 3.1625 -0.0556 0.0406 0.4151 -0.3488
N 3.7604 3.9100 0.8017 -0.1025 0.2337 -0.1541
C 3.1485 4.6595 1.9139 0.1104 0.1277 0.1998
O 3.1515 3.9437 3.0918 -0.1896 -0.0704 0.0195
C 4.4424 3.6974 3.6397 0.0924 0.1562 -0.1370
N 1.7118 3.1555 0.0748 0.3182 -0.2994 -0.3037
F 1.2481 4.3890 -0.4273 0.0011 0.0291 0.2575
H -3.0024 -0.7429 0.6410 -0.1735 0.2075 0.0629
H -1.9951 -1.6673 1.7503 -0.1856 0.0069 0.1121
H -2.3040 -2.2984 0.1557 -0.1969 1.3707 1.1891
H -0.1366 -0.6262 1.0077 0.1358 0.0184 0.0897
H -0.4191 -1.2946 -0.5823 0.1518 0.0949 -0.0788
H -2.0935 1.0668 -0.0784 -0.1005 0.1883 0.0909
H -0.9645 0.7818 -1.3826 0.0272 0.3585 0.1369
H -0.6598 2.5796 0.4936 0.0249 0.0287 0.2222
H 0.5761 2.4382 -1.5059 0.1282 0.1673 -0.1286
H 1.2912 0.1587 -1.4006 -0.1274 -0.0708 0.0027
H 2.2073 0.4189 0.0763 -0.0656 -0.0118 0.1939
H 3.7074 0.5584 -1.8648 0.1890 -0.0235 0.0035
H 2.6428 1.7182 -2.6341 0.0301 0.0572 -0.1545
H 4.6055 2.1078 -0.5970 0.3800 0.2865 -0.5157
H 4.7602 3.9860 0.6954 0.0988 -0.0142 -0.0973
H 3.7141 5.5857 2.0194 0.1745 0.0525 -0.1188
H 2.1314 4.9110 1.6548 -0.1695 -0.1056 0.0287
H 4.7960 2.7127 3.3417 0.0500 -0.1234 0.0459
H 4.3670 3.7785 4.7165 -0.0397 -0.1335 0.1667
H 5.1695 4.4382 3.3017 0.0178 0.1540 -0.0252
Br -1.9209 -0.8513 -2.8721 -0.2598 -0.3176 -0.5350
C -2.6966 -2.6317 -3.0085 -0.0997 0.0067 -0.1067
C -2.9889 -3.2092 -1.6524 0.0356 -0.4688 -0.3598
Br -1.3717 -3.8070 -0.7456 0.5811 -1.7710 -1.1569
H -1.9973 -3.2359 -3.5762 0.0131 -0.0084 -0.0054
H -3.6178 -2.5052 -3.5750 -0.0224 -0.0140 0.0397
H -3.6172 -4.0898 -1.7475 0.0095 -0.0375 -0.0504
H -3.4704 -2.4951 -0.9932 -0.1484 -0.0777 -0.1682
Br 3.4798 -1.3764 5.2327 0.0416 0.0465 -0.0262
C 3.2103 0.4690 4.6968 -0.0066 -0.2174 0.0843
C 2.6966 0.5706 3.2871 -0.1110 0.2000 -0.0729
Br 4.1056 0.1886 1.9832 0.1293 -0.0220 0.0488
H 4.1602 0.9762 4.8312 -0.0156 0.0187 0.0079
H 2.4769 0.8794 5.3866 -0.0402 0.0264 -0.0276
H 2.3557 1.5815 3.0679 0.0412 -0.0168 0.0150
H 1.8984 -0.1357 3.0841 -0.0028 -0.0367 -0.0032
Br 2.7831 -1.6679 -3.4136 0.0111 -0.0920 -0.0275
C 2.8574 -1.2619 -5.3155 -0.0195 0.0434 0.0695
C 2.7158 0.2130 -5.5914 -0.0859 -0.0175 0.0154
Br 0.9272 0.8745 -5.2192 0.0143 -0.0128 0.0468
H 2.0666 -1.8539 -5.7630 -0.0255 0.0640 -0.0963
H 3.8226 -1.6131 -5.6716 0.0258 -0.0224 0.0597
H 2.9126 0.4127 -6.6418 -0.0601 0.0104 -0.0222
H 3.3825 0.8133 -4.9816 0.1280 -0.0518 -0.0179
Br -1.0852 -3.2626 3.8449 0.0901 -0.0320 0.1086
C -2.3866 -4.1573 4.9812 0.0866 -0.0227 -0.0911
C -3.7544 -4.1575 4.3539 -0.1140 0.0825 0.0683
Br -4.5921 -2.4047 4.4397 0.0347 -0.0206 -0.0576
H -2.3665 -3.6470 5.9378 -0.0348 0.0062 0.0227
H -2.0237 -5.1750 5.1016 -0.0064 -0.0156 -0.0258
H -4.4171 -4.8308 4.8919 0.0084 -0.0010 0.0304
H -3.7247 -4.4356 3.3059 0.0215 -0.0378 -0.0174
Br -6.5485 -3.0047 -1.7480 0.0173 0.0470 -0.0197
C -6.5077 -1.1118 -2.2022 -0.0263 -0.0989 0.1219
C -7.1546 -0.8448 -3.5333 0.1032 0.0479 -0.1208
Br -6.0125 -1.4086 -5.0040 -0.0455 -0.0170 0.0062
H -5.4650 -0.8081 -2.1886 0.0165 0.0413 -0.0002
H -7.0442 -0.6069 -1.4026 -0.0423 0.0052 -0.0205
H -7.3094 0.2224 -3.6720 0.0154 0.0139 0.0170
H -8.0970 -1.3688 -3.6491 -0.0219 -0.0099 0.0161
```
Positions in Å, forces in eV/Å.

Results
E_HOMO ... -11.48 eV
Net charge ... +1
LUMO energy ... -0.1320 hartree
Calculated total energy ... -731493.6543 eV
Kohn-Sham gap ... 0.290 Ha

Mulliken atomic charge list, values in e, 4 entries: -0.295 0.357 -0.942 -0.390